Here is a structure of composition C20H33BrCl14F3IN2O5P3 at a distorted geometry from the Open Molecules 2025 dataset. Energies are from the ωB97M-V functional and the def2-TZVPD basis.

## Properties
* total energy: -323958.027 eV
* lowest unoccupied orbital energy: -4.68 eV
* HOMO: -10.28 eV
* charge: +1

The geometry in XYZ format:
```
82
Properties=species:S:1:pos:R:3:forces:R:3:mulliken_charge:R:1
C -2.34314 -0.56107 -0.30576 -2.224 1.556 -0.538 0.841
N -0.43663 0.73440 0.32532 0.604 -0.624 -0.886 1.075
H -1.80335 -1.83314 3.00411 0.142 1.427 0.457 0.017
Cl 2.38117 0.63936 -1.71235 -0.894 -0.832 0.646 -0.072
P -2.08061 -4.35740 0.82560 -1.505 -5.979 1.354 0.956
H -2.83489 2.99412 2.81433 -0.146 -1.237 0.383 0.216
C 1.55523 -0.64602 -0.71234 -0.226 -0.561 1.383 0.133
H 4.35601 -0.23375 0.07237 -1.036 0.059 1.145 0.381
H -4.08713 -5.03107 0.08321 0.619 0.144 -0.107 0.342
H 1.38273 1.53284 1.02897 -1.488 0.603 -0.279 -0.127
H 1.65168 3.30191 -0.37767 -1.425 -0.386 0.226 0.579
H -0.18242 -2.32947 1.63213 -0.822 -0.342 -0.602 0.068
C 2.11146 7.86246 2.46536 0.096 0.292 0.047 0.088
C -2.95028 2.00847 3.34885 0.575 0.906 1.645 -0.934
Cl 1.99874 6.12983 2.81646 0.328 0.108 0.168 -0.160
H -0.09458 2.28314 1.76246 0.172 -0.325 -1.261 0.657
H -4.03779 1.90898 3.68994 1.482 0.044 -0.738 0.342
H -3.94725 -3.25137 -2.61996 0.336 0.471 0.002 0.380
H -0.41866 -0.68192 3.34190 -1.158 -0.039 0.194 0.183
H 0.03985 5.41123 1.79302 -1.223 -0.940 -1.118 -0.649
C -1.54695 -0.78704 3.37964 0.857 -0.350 0.096 -0.597
H 0.30258 2.56871 -1.34202 0.406 0.617 1.404 0.045
Cl 2.05408 -6.64186 -5.49131 -0.122 0.006 0.089 -0.128
H -1.18521 4.30982 -0.95234 1.040 0.092 1.326 0.370
C -0.76440 4.85562 1.20592 -0.733 0.657 -0.121 1.017
H 1.66358 -1.61827 -1.29894 -0.635 1.545 0.687 0.351
Cl 6.69396 -3.46896 2.80325 -0.160 -0.049 0.035 -0.118
C -1.10515 -1.45296 -0.69685 1.124 1.776 1.165 2.189
P -0.52625 -2.92063 0.35270 0.823 0.191 -0.101 -0.079
Cl 4.06554 -2.75944 3.82540 0.012 -0.023 0.206 -0.105
I -3.21977 2.29477 -0.11557 0.645 1.469 1.242 0.181
Cl 3.45790 8.18584 1.36594 -0.159 -0.065 0.037 -0.120
Cl 2.89895 -2.71768 0.66258 -0.544 1.141 -0.261 -0.078
Cl 2.04006 3.90052 -3.17970 -0.024 0.088 -0.108 -0.059
O -3.42405 -4.36687 -0.19560 1.199 0.857 1.428 -0.463
Cl 5.89985 -4.30163 5.47310 -0.101 0.013 -0.196 -0.111
H 3.42374 1.03220 1.00355 0.023 -1.317 -0.093 0.302
H -1.86644 -3.97837 -2.20273 -0.433 1.103 -0.453 0.268
Cl 2.29052 8.78810 3.95945 -0.065 -0.134 -0.187 -0.113
H 1.58492 -0.92404 1.57767 1.051 0.179 -1.213 -0.218
C 5.34582 -3.98251 3.82567 0.239 -0.082 0.098 0.030
C 0.03727 -0.33996 -0.31298 -0.452 0.300 -0.813 -2.011
F -1.46806 -2.10443 -5.00307 -0.701 -2.007 1.192 -0.258
N -3.00958 0.13056 -1.44063 1.038 -2.544 -0.506 -0.515
H -2.34197 2.10291 4.31775 -0.681 -0.202 -1.359 0.359
Cl 3.65786 5.82610 -4.63997 -0.205 -0.045 0.110 -0.109
C -0.91030 -1.96712 -2.19554 -0.117 0.978 -0.612 -1.853
C -1.66450 -3.25874 -4.26065 0.921 -1.061 -0.537 0.666
C -1.89281 0.73630 0.63917 0.229 -1.981 -0.221 -1.489
C -2.01815 -2.97525 -2.71229 0.764 -0.171 -1.495 -0.017
H -1.87543 -0.73939 4.46484 0.325 0.162 -1.332 0.436
H 4.93802 -4.90369 3.41716 0.038 0.170 0.060 0.292
Cl 2.44981 6.58025 -2.10863 -0.054 -0.105 -0.073 -0.078
O -3.35134 -2.48107 -2.69260 0.831 -0.729 0.487 -0.551
C 3.62007 -0.08112 0.92666 0.144 -0.226 0.415 -1.218
Cl 0.59246 -8.95920 -4.51640 -0.009 0.180 0.028 -0.124
O -2.62891 -4.27121 2.44208 -0.065 0.706 -2.670 -0.555
Cl 1.55750 -6.95613 -2.64186 -0.100 0.051 -0.063 -0.121
C 0.54367 3.04877 -0.33157 -0.087 0.011 -0.656 -0.277
H 1.37589 5.95954 -4.10539 0.125 -0.097 0.106 0.335
O -1.85384 5.81626 0.99996 0.534 -1.085 -0.167 -0.542
F -2.62538 -4.07163 -4.86822 1.663 1.894 1.133 -0.267
H -3.60603 -4.22504 2.45293 0.550 0.133 0.168 0.329
H -2.39252 0.24280 -2.25068 -0.538 -0.272 0.205 0.205
C -0.30160 4.38069 -0.22785 0.430 0.414 -0.315 -0.253
H -0.01001 -6.69376 -4.37218 0.168 -0.083 0.012 0.080
C 2.31448 -0.95577 0.69973 0.945 0.225 -0.059 0.748
H -0.81978 -1.04191 -2.86603 -0.398 -1.355 0.695 0.475
H 0.34308 5.22162 -0.65817 -0.830 -1.140 0.585 -0.207
H -2.51304 5.31506 0.47510 0.377 0.569 0.462 0.335
H -1.19643 4.05946 1.88545 0.740 0.433 -0.890 -0.292
C 2.26183 5.61386 -3.57866 0.219 0.214 -0.120 -0.087
H -3.90825 -0.29573 -1.68039 0.726 -0.035 -0.252 0.236
F -0.45345 -3.98704 -4.34173 -1.977 1.299 0.198 -0.230
P -2.53245 0.45845 2.38044 -0.363 0.878 1.348 0.568
H 1.18994 8.17279 1.97852 0.130 -0.088 0.079 0.275
H 4.10306 -0.43034 1.90042 -0.636 0.464 -1.364 0.294
C 0.92400 -7.24024 -4.26954 0.033 -0.093 -0.061 0.275
Br -3.88482 -1.27501 0.71813 -0.025 -1.827 -1.924 -0.036
C 0.34332 1.94696 0.77999 1.976 -0.676 0.338 -0.678
O -1.42324 -5.74212 0.69358 -0.892 3.981 0.156 -0.635
H 0.08621 -2.51336 -2.33269 -1.423 0.703 0.512 0.615
```
Forces are in eV/Å.

---

Here is a structure of composition C20H33IN2NiO4P at a distorted geometry from the Open Molecules 2025 dataset. Energies are from the ωB97M-V functional and the def2-TZVPD basis.

## Properties
* total energy: -90879.727 eV
* lowest unoccupied orbital energy (alpha / beta): 1.88 / 1.92 eV
* expectation value of S²: 2.02
* 2S+1: 3
* HOMO (alpha / beta): -3.03 / -3.79 eV
* charge: -1

The geometry in XYZ format:
```
62
Properties=species:S:1:pos:R:3:forces:R:3:lowdin_spin:R:1
H 0.50229 -3.29804 -2.69058 0.076 0.033 -0.128 0.000
C 1.71795 -0.96125 -3.05191 -0.071 -0.001 0.069 0.000
H -0.53654 -4.18935 -1.59388 -0.121 -0.101 -0.037 0.000
H 1.76705 -2.19285 4.32257 0.072 -0.152 -0.063 0.008
H 4.22361 2.33575 1.23407 -0.102 -0.170 -0.008 0.000
C 1.01914 0.20924 -2.36233 -0.415 -0.056 0.113 0.003
H 1.04989 -1.50208 -3.71494 -0.066 -0.135 -0.062 0.000
H -1.56780 -0.32338 1.24557 -0.046 -0.096 0.086 0.000
O 3.44209 2.65821 1.70437 -0.951 -0.267 0.475 0.001
Ni 1.29863 -1.13259 1.98389 -1.663 1.033 -0.508 1.583
H -1.26733 2.75032 0.37353 -0.140 0.057 0.019 0.000
H 0.68740 -3.10672 -0.93807 0.056 -0.019 0.074 0.001
C -1.50403 0.81942 -0.58234 0.293 -0.288 -0.101 0.000
O 3.05690 0.44077 1.55899 -0.758 2.672 0.894 0.023
C 1.42931 1.75320 2.62360 -3.253 0.010 1.796 0.004
H 3.18762 -1.20934 3.79527 0.209 -0.272 0.006 0.010
H -1.59206 -2.47755 0.34152 -0.048 -0.018 0.151 0.000
C -2.53828 1.21480 -1.63205 0.163 -0.089 0.031 0.000
H 2.98849 1.09626 -2.25464 0.064 0.067 -0.194 0.000
C -0.38759 0.58407 3.51655 -0.214 -0.304 0.074 0.002
H 0.06728 2.05356 -3.02437 -0.096 0.061 -0.017 0.000
H -1.85240 1.69850 4.60416 -0.099 -0.094 -0.038 0.001
H 2.12236 -1.64047 -2.30671 0.061 -0.140 0.034 0.000
H -2.91566 -1.80191 -0.62546 -0.177 0.088 0.032 0.000
C -1.05043 -2.09511 -1.70661 0.137 0.480 0.014 0.001
C 0.37804 1.09287 -3.42901 0.077 -0.076 0.087 0.001
H 0.15639 1.71016 0.43873 0.044 0.094 -0.044 0.000
H -3.08274 2.09047 -1.27070 -0.124 0.085 0.021 0.000
C -1.75094 -1.93578 -3.05037 0.104 0.022 0.143 0.000
C 2.65729 1.55857 1.93935 3.570 -2.332 -2.332 0.002
C -0.66649 2.03784 -0.19539 0.068 0.015 -0.007 0.000
C 2.11235 0.97139 -1.61617 0.049 -0.064 0.150 0.000
C -0.03091 -3.23557 -1.74750 0.126 -0.015 0.050 0.001
H -0.26702 2.56045 -1.06033 0.094 0.049 -0.071 0.000
C 0.90027 2.97825 3.09098 1.344 -0.835 -0.895 0.002
H -3.15579 -0.14948 0.48651 -0.009 -0.054 -0.005 0.000
H 1.44752 3.88730 2.88453 -0.023 0.061 0.058 0.001
I 2.74343 -3.20650 2.01080 1.072 -1.537 0.115 0.074
C -2.21419 0.35468 0.69152 0.067 -0.161 0.103 0.000
H -2.47473 -1.12599 -3.02352 -0.127 0.067 -0.083 0.000
H 2.54597 -0.58742 -3.65827 0.066 0.100 -0.052 0.000
H -3.26470 0.42181 -1.80256 -0.043 -0.045 -0.013 0.000
H -2.28375 -2.86020 -3.28019 -0.096 -0.096 -0.118 0.000
H 1.11199 1.29210 -4.21431 0.043 0.049 -0.105 0.000
H -0.73539 3.90293 4.10129 0.050 -0.056 0.004 0.000
N 0.71306 -0.96137 0.18844 -0.832 0.601 -1.232 0.026
H -0.48186 0.61022 -3.88880 -0.094 -0.027 -0.121 0.000
H -2.45023 -3.48302 -0.82922 -0.049 -0.130 -0.099 0.000
N 0.73201 0.59253 2.81575 0.816 2.032 -0.345 0.060
C -0.29475 2.97266 3.76017 -1.046 -0.815 0.635 -0.003
H -2.43616 1.20056 1.34264 -0.070 0.180 0.012 0.000
H 1.79269 1.95612 -1.28990 -0.070 0.177 0.044 0.000
P -0.15692 -0.53211 -0.99957 0.765 -0.542 0.481 0.009
H 2.40550 0.39843 -0.73680 0.005 -0.034 -0.011 0.000
O -1.94906 -0.97640 4.44270 -0.471 0.698 0.524 0.002
H -2.08024 1.47832 -2.58004 -0.015 0.055 -0.155 0.000
C -0.94303 1.74838 4.02582 0.623 0.972 -0.207 0.004
H -1.04770 -1.74302 -3.85769 0.044 0.019 -0.116 0.000
C -2.07007 -2.47967 -0.63685 0.051 0.108 0.047 0.000
O -0.46200 -1.70900 2.96235 -0.168 0.376 -0.043 0.054
C 2.26382 -1.69829 3.49208 1.026 -0.267 1.299 0.125
C -1.00954 -0.81565 3.67329 0.222 -0.974 -0.428 0.005
```
Forces are in eV/Å.